This record from the OMol25 dataset describes a structure of composition C14H30Cl18GaO2S. The level of theory is ωB97M-V/def2-TZVPD.

XYZ file:
```
66
Properties=species:S:1:pos:R:3:nbo_charge:R:1
C 3.75407 -0.37208 1.99367 -0.60
C 3.33271 1.10741 1.81705 -0.51
C 1.81826 1.15561 1.58814 0.80
O 1.32403 0.73251 0.53075 -0.60
O 1.10528 1.69419 2.61306 -0.54
C -0.18009 1.07804 2.89426 -0.07
C -1.32879 1.46415 1.93125 -0.92
Ga -2.03660 -0.22206 0.99999 0.81
S -2.54437 -1.83479 2.63232 -0.70
H 4.84594 -0.47838 1.89198 0.20
H 3.42193 -0.74087 2.97211 0.21
H 3.24279 -0.97167 1.22970 0.23
H 3.76679 1.48279 0.87869 0.23
H 3.62925 1.72100 2.67907 0.21
H -0.04322 -0.01112 2.94224 0.17
H -0.40504 1.41133 3.92072 0.18
H -2.14467 1.93257 2.49354 0.21
H -0.89488 2.15350 1.19109 0.22
H -0.96171 -0.83121 -0.01226 -0.34
H -3.46172 0.06547 0.30798 -0.33
H -1.37216 -2.05821 3.25157 0.12
C 5.08709 3.57678 -1.21989 -0.40
Cl 6.57347 4.29156 -0.57015 -0.04
Cl 5.13360 1.81155 -1.19057 -0.02
H 4.24820 3.91143 -0.61958 0.23
H 4.96970 3.88948 -2.24751 0.23
C 3.77677 -3.57307 5.09597 -0.40
Cl 4.97300 -3.10923 3.87586 -0.03
Cl 2.15941 -2.99323 4.69556 0.00
H 3.75111 -4.65444 5.15406 0.22
H 4.07491 -3.14379 6.04480 0.22
C 3.24854 2.47443 -4.90793 -0.40
Cl 4.98998 2.42478 -5.22753 -0.04
Cl 2.85702 3.46517 -3.50204 -0.03
H 2.74079 2.88305 -5.77035 0.24
H 2.90566 1.46512 -4.70949 0.23
C -0.93616 -2.73456 -2.67497 -0.40
Cl -2.24966 -3.71629 -2.00144 -0.04
Cl -1.41235 -1.06191 -2.91314 0.00
H -0.10812 -2.75467 -1.97535 0.23
H -0.65069 -3.15949 -3.63059 0.21
C 3.07889 -1.63514 -3.44908 -0.41
Cl 2.33897 -1.45252 -5.05544 -0.06
Cl 2.13909 -0.86431 -2.17720 0.03
H 3.14387 -2.69661 -3.24061 0.22
H 4.06810 -1.19253 -3.47585 0.22
C -4.83607 0.19572 4.52158 -0.40
Cl -3.39160 0.57309 5.46659 -0.03
Cl -5.03044 1.29364 3.14974 -0.02
H -4.74025 -0.81245 4.13257 0.26
H -5.69863 0.29770 5.16984 0.21
C -0.29780 1.63683 -5.49545 -0.39
Cl 0.56310 2.19677 -6.94843 -0.06
Cl -1.99482 2.11335 -5.52015 -0.01
H -0.23821 0.55611 -5.45561 0.24
H 0.17321 2.07869 -4.62412 0.23
C -4.62766 -6.20358 -3.53097 -0.39
Cl -6.17627 -6.76194 -2.88301 -0.03
Cl -4.70071 -5.93557 -5.27821 -0.04
H -4.36228 -5.27154 -3.04842 0.24
H -3.87986 -6.96117 -3.33236 0.22
C -7.17411 4.16712 3.77786 -0.39
Cl -8.75669 3.64402 4.37869 -0.04
Cl -7.32209 5.31696 2.44212 -0.03
H -6.64610 4.65214 4.58956 0.22
H -6.63173 3.29438 3.43372 0.25
```

As for the charge: -1. The calculation puts the HOMO energy at -4.7 eV.

This record from the OMol25 dataset describes a cluster of 2 separate species, H6N2 in total. The level of theory is ωB97M-V/def2-TZVPD.

XYZ file:
```
8
Properties=species:S:1:pos:R:3:nbo_charge:R:1
N -0.09912 -1.39106 3.13319 -1.07
H -1.11275 -1.28328 3.24066 0.36
H 0.06328 -2.33593 2.77057 0.36
H 0.19418 -0.73643 2.40104 0.36
N 0.05305 1.62915 -2.78157 -1.07
H 0.90340 1.56793 -2.21256 0.36
H 0.34864 1.86196 -3.73502 0.36
H -0.35066 0.68764 -2.81630 0.36
```

Its energy above the lowest of the compared OMol25 structures with the same formula, charge and spin is 2.70 kcal per mole. As for the charge: 0. The calculation puts the HOMO energy at -10.2 eV.

This record from the OMol25 dataset describes a structure of composition C26H41N2O6S2. The level of theory is ωB97M-V/def2-TZVPD.

XYZ file:
```
77
Properties=species:S:1:pos:R:3:lowdin_charge:R:1
C 0.12533 1.86894 2.35556 -0.04
C -0.24125 3.39013 2.61141 -0.52
C 1.02955 4.35760 2.49898 -0.06
C -0.66451 3.47076 4.15829 -0.10
C -1.49196 3.90766 1.80384 -0.12
C -1.53430 3.53633 0.26420 -0.45
C -0.14461 3.54856 -0.46938 -0.07
C -2.40467 4.68617 -0.43813 -0.07
C -2.29048 2.18694 -0.03977 -0.14
C -3.63551 1.89889 0.51399 -0.03
C -4.34028 0.65647 0.28735 -0.01
C -3.75587 -0.40016 -0.55854 -0.26
O -4.40498 -1.61038 -0.82069 -0.10
C -4.18135 -2.55112 0.23604 -0.16
C -2.80082 -3.28778 0.12563 -0.19
O -2.52982 -4.09220 1.29372 -0.16
C -1.14149 -4.49518 1.15181 -0.24
C -0.19385 -3.67724 2.09273 -0.19
S 0.58793 -2.24561 1.20979 0.57
O -0.32337 -1.11250 1.47071 -0.37
O 0.63503 -2.54850 -0.24430 -0.40
N 2.10116 -2.06012 1.89321 -0.35
S 3.00733 -0.91117 1.05279 0.56
O 2.17076 0.02705 0.28491 -0.38
O 3.71940 -0.12308 2.08840 -0.40
C 4.33358 -1.68297 0.04282 -0.23
C 4.23327 -1.36749 -1.50771 -0.20
C 4.60719 -2.63138 -2.37654 -0.17
C 3.85796 -2.73994 -3.76753 -0.16
N 2.46958 -2.25781 -3.77253 -0.19
C 1.40084 -2.99286 -3.30295 -0.08
C 0.24114 -2.12401 -3.48028 -0.09
C 0.73759 -0.86689 -4.08760 -0.09
C 2.18416 -0.99520 -4.27017 -0.10
C -2.44438 -0.13866 -1.12242 0.02
C -1.71887 1.11524 -0.86488 0.01
H -0.77012 1.24614 2.11321 0.08
H 0.52076 1.47313 3.33723 0.09
H 0.96714 1.73393 1.62799 0.06
H 1.61908 4.37986 3.44641 0.07
H 1.63384 3.98457 1.63313 0.07
H 0.65853 5.38044 2.19041 0.08
H -0.93997 4.55005 4.33689 0.08
H 0.22272 3.20533 4.78525 0.07
H -1.55947 2.82505 4.36553 0.08
H -2.41158 3.43784 2.26415 0.11
H -1.60903 5.02133 1.90297 0.11
H -0.35445 3.53078 -1.58004 0.09
H 0.48957 2.64755 -0.26397 0.08
H 0.45993 4.45623 -0.22278 0.08
H -3.29099 4.97702 0.18444 0.08
H -2.64457 4.45725 -1.50463 0.08
H -1.72684 5.59496 -0.43811 0.08
H -4.11603 2.65739 1.17075 0.10
H -5.34178 0.45224 0.73397 0.11
H -4.98178 -3.34253 0.19911 0.13
H -4.28245 -2.05695 1.24081 0.13
H -1.94986 -2.56325 0.01098 0.10
H -2.83948 -3.95237 -0.78705 0.14
H -1.11593 -5.57551 1.47542 0.12
H -0.84479 -4.48158 0.07301 0.11
H -0.83800 -3.22459 2.89420 0.11
H 0.55770 -4.32477 2.61431 0.10
H 5.32177 -1.32191 0.41810 0.10
H 4.24438 -2.78928 0.17543 0.09
H 5.02785 -0.59122 -1.71557 0.11
H 3.25837 -0.88683 -1.76944 0.09
H 4.50901 -3.60791 -1.83320 0.10
H 5.70640 -2.52877 -2.62402 0.11
H 4.44385 -2.28266 -4.61391 0.12
H 3.80673 -3.84280 -4.01378 0.12
H 1.45641 -4.01369 -2.88187 0.12
H -0.78683 -2.40365 -3.17564 0.08
H 0.11108 0.01755 -4.34358 0.08
H 2.88262 -0.23862 -4.67265 0.11
H -1.98626 -0.93935 -1.74781 0.10
H -0.70696 1.20112 -1.31839 0.10
```

As for the charge: -1. The calculation puts the HOMO energy at -5.6 eV.

This record from the OMol25 dataset describes a cluster of 2 separate species, C5H11NO in total. The level of theory is ωB97M-V/def2-TZVPD.

XYZ file:
```
18
Properties=species:S:1:pos:R:3:nbo_charge:R:1
C -0.13161 -1.98826 -0.44184 -0.72
C 1.61794 0.80845 0.86016 -0.05
N 0.36261 0.95303 0.79102 -0.42
C -0.31532 1.51876 1.94698 -0.44
C 0.15616 -0.82624 -1.36597 0.63
O 1.25529 -0.63035 -1.84792 -0.58
C -1.03950 -0.00688 -1.84119 -0.72
H 0.72603 -2.65385 -0.29858 0.23
H -0.93743 -2.55540 -0.91854 0.22
H -0.49951 -1.66262 0.53670 0.24
H 2.16328 0.34938 0.02941 0.20
H 2.19828 1.12504 1.73547 0.14
H -0.77097 2.48976 1.71622 0.21
H -1.13769 0.86039 2.23642 0.20
H 0.34962 1.64855 2.80812 0.17
H -0.72106 0.45707 -2.77204 0.23
H -1.37930 0.77352 -1.15116 0.25
H -1.89682 -0.66035 -2.02327 0.21
```

Its energy above the lowest of the compared OMol25 structures with the same formula, charge and spin is 40.33 kcal per mole. As for the charge: 0. The calculation puts the HOMO energy at -9.4 eV.

This record from the OMol25 dataset describes a structure of composition C40H45F12N8O2SY. The level of theory is ωB97M-V/def2-TZVPD.

XYZ file:
```
109
Properties=species:S:1:pos:R:3:lowdin_charge:R:1
Y -0.09040 0.38748 0.72315 1.51
C -5.23593 -4.25374 -2.14029 -0.06
C -4.45815 -3.19224 -1.40961 -0.28
C -5.01089 -2.44919 -0.37566 -0.04
C -4.26964 -1.49472 0.28275 -0.03
C -2.92796 -1.19375 -0.03736 -0.21
N -2.26239 -0.18042 0.65360 -0.07
C -3.05262 0.68709 1.43195 -0.30
C -4.06946 1.43644 0.82474 -0.06
C -4.86416 2.31135 1.54049 -0.06
C -4.66060 2.48484 2.90323 -0.28
C -5.50293 3.43142 3.71654 -0.05
C -3.63530 1.76586 3.50648 0.03
C -2.81656 0.88179 2.80765 -0.05
C -1.61117 0.15715 3.44943 -0.32
O -0.44206 0.50479 2.82664 -0.28
C -1.42206 0.57227 4.93488 -0.56
F -2.44566 0.21256 5.72979 0.15
F -1.28084 1.90561 5.04491 0.14
F -0.30307 0.04478 5.45370 0.15
C -1.81581 -1.41484 3.40583 -0.52
F -1.50205 -2.02051 4.56617 0.15
F -3.08126 -1.75554 3.13684 0.17
F -1.02981 -1.97704 2.47671 0.14
C -2.34030 -2.00209 -1.04268 -0.06
C -3.12866 -2.95017 -1.70087 -0.01
C -0.85039 -1.95362 -1.42511 -0.33
O -0.04408 -1.24788 -0.60079 -0.26
C -0.63948 -1.37892 -2.88015 -0.42
F 0.50958 -1.82568 -3.44234 0.14
F -1.62171 0.58522 -2.23815 -0.02
F -1.63119 -1.70514 -3.73983 0.14
C -0.25497 -3.41095 -1.42429 -0.55
F -0.65124 -4.07347 -0.33458 0.17
F -0.59848 -4.15356 -2.50019 0.13
F 1.08524 -3.38661 -1.40250 0.15
H -6.30737 -4.05398 -2.10045 0.07
H -5.06859 -5.24055 -1.70164 0.08
H -4.94292 -4.30828 -3.18959 0.07
H -6.03795 -2.62189 -0.07104 0.11
H -4.73684 -0.95985 1.09664 0.11
H -4.24303 1.27994 -0.23433 0.12
H -5.65042 2.86269 1.03547 0.11
H -6.28764 3.87935 3.10704 0.07
H -4.89867 4.23963 4.13390 0.08
H -5.97967 2.91615 4.55216 0.08
H -3.49590 1.91590 4.56656 0.11
H -2.68342 -3.54411 -2.48567 0.11
C 5.55857 -0.62164 2.53027 -0.09
C 5.77451 -0.40958 1.17641 -0.09
C 4.71512 -0.12659 0.32732 -0.04
C 3.41896 -0.04433 0.83270 -0.27
C 3.20223 -0.23958 2.19632 -0.03
C 4.26449 -0.53814 3.02991 -0.09
N 2.28734 0.22575 0.04128 -0.04
N 2.47233 0.17424 -1.21785 0.07
C 2.51341 0.12494 -2.36909 0.06
C 2.81223 0.05502 -3.75014 -0.06
C 2.03356 0.32842 -4.80584 -0.08
C 0.65785 0.79457 -4.92467 -0.06
C -0.40620 0.70282 -4.12533 -0.06
N -0.45641 0.07631 -2.85876 0.03
H 6.38414 -0.86088 3.18709 0.10
H 6.77511 -0.47415 0.76801 0.10
H 4.90296 0.02665 -0.72824 0.10
H 2.19764 -0.17515 2.60572 0.10
H 4.07565 -0.72189 4.07972 0.11
H 3.83202 -0.26121 -3.93412 0.12
H 2.53412 0.22220 -5.76080 0.11
H 0.44458 1.26521 -5.87706 0.11
H -1.35223 1.12909 -4.43833 0.13
C -0.43919 5.41410 -0.57612 -0.05
C -1.64255 4.55422 -0.20240 -0.62
C -2.40713 5.19283 0.95188 -0.03
C -2.56830 4.35591 -1.40383 -0.03
N -1.15556 3.26470 0.33889 -0.05
N -0.31340 2.50545 -0.54138 -0.07
H -0.76339 6.42994 -0.80608 0.09
H 0.07380 5.03216 -1.46241 0.08
H 0.27048 5.44797 0.25188 0.06
H -2.86363 6.13204 0.63567 0.09
H -1.73178 5.38585 1.78573 0.09
H -3.19824 4.52510 1.29992 0.07
H -2.91325 5.32005 -1.78089 0.09
H -3.44058 3.76408 -1.11862 0.08
H -2.06470 3.85111 -2.23346 0.07
H -1.96452 2.68318 0.55303 0.08
H 0.58266 2.98587 -0.58154 0.02
H -0.69238 2.45380 -1.48574 0.07
C 1.57927 2.65778 4.47516 -0.09
N 2.93787 2.86026 3.98599 -0.19
C 3.99703 2.35504 4.84745 -0.06
C 3.14252 3.16213 2.68939 -0.74
S 1.87955 3.13543 1.57446 0.74
N 4.40906 3.52939 2.33832 -0.21
C 5.18917 4.41728 3.19172 -0.06
C 4.77952 3.59478 0.93665 -0.10
H 1.60679 2.66815 5.56379 0.10
H 1.15675 1.71633 4.12308 0.05
H 0.93077 3.45511 4.11818 0.07
H 3.64602 1.44185 5.32831 0.09
H 4.26594 3.06840 5.63050 0.09
H 4.87749 2.11621 4.25696 0.08
H 4.64124 4.65457 4.09835 0.08
H 5.37575 5.35204 2.65642 0.09
H 6.15142 3.97619 3.46060 0.09
H 4.36589 2.74281 0.40560 0.05
H 5.86802 3.56026 0.87375 0.09
H 4.41998 4.51437 0.46458 0.09
```

Its energy above the lowest of the compared OMol25 structures with the same formula, charge and spin is 119.22 kcal per mole. As for the charge: 0. The calculation puts the HOMO energy at -6.5 eV.

Computed maximum force, in the same sequence as the records: 2.9; 0.5; 4.5; 0.6; 0.2 eV/Å.